(1)
Below is an isolated molecule of C5H6O, with properties calculated with ωB97M-V/def2-TZVPD.

Summary:
Relative energy (zero: lowest compared OMol25 entry of this formula, charge and spin): 106.2 kcal/mol
Strongest force on any atom: 0.0125 Eh/bohr
LUMO level (alpha / beta): -0.248 / -0.248 eV
HOMO energy (alpha / beta): -6.715 / -6.716 eV
Kohn-Sham gap (alpha / beta): 0.238 / 0.238 Eh

CARTESIAN COORDINATES (ANGSTROEM)
C1 -1.4599 -0.1553 0.0349
H1 -2.5414 -0.2642 -0.0336
C2 0.5868 0.3850 -0.3932
H2 -1.0754 -0.4253 1.0581
H3 1.3808 1.2022 1.3695
O1 -0.8101 -1.3430 -0.7024
C3 1.5463 0.4770 0.5776
H4 -0.8617 1.9525 -0.0206
C4 0.3915 -0.9625 -0.8454
H5 2.4280 -0.1510 0.6236
C5 -0.7051 0.9903 -0.5023
H6 1.1201 -1.7058 -1.1662

Force components x, y, z for each atom (eV/Å):
C -0.35 -0.17 0.09
H 0.10 0.06 -0.18
C 0.15 -0.15 0.37
H -0.63 0.01 -0.13
H 0.30 0.00 -0.13
O 0.25 0.04 -0.05
C 0.28 0.24 -0.10
H 0.01 -0.10 -0.03
C -0.15 -0.20 0.07
H 0.05 0.12 -0.18
C 0.04 0.01 0.26
H -0.05 0.14 0.02

=====

(2)
Below is an isolated molecule of C5H6O, with properties calculated with ωB97M-V/def2-TZVPD.

Summary:
Relative energy (zero: lowest compared OMol25 entry of this formula, charge and spin): 36.1 kcal/mol
Strongest force on any atom: 0.0088 Eh/bohr
LUMO level: 0.718 eV
HOMO energy: -9.782 eV
SMILES: C=C=C(C)C=O
Kohn-Sham gap: 0.386 Eh

CARTESIAN COORDINATES (ANGSTROEM)
H1 -2.2285 -0.3820 0.3017
H2 1.7370 -2.4696 0.1757
H3 1.6511 -1.6057 1.8264
O1 0.4570 2.4824 -0.4687
H4 1.7683 0.9577 -0.7310
C1 -1.6950 0.3719 -0.2826
H5 -2.0122 0.2774 -1.3279
H6 -1.9907 1.3679 0.0598
C2 1.3193 -1.6805 0.7937
C3 -0.2038 0.1994 -0.1658
C4 0.7415 1.3093 -0.4979
C5 0.4562 -0.8281 0.3166

Force components x, y, z for each atom (eV/Å):
H 0.12 0.12 -0.07
H -0.11 0.03 0.08
H -0.09 -0.07 -0.12
O -0.06 -0.41 -0.18
H -0.08 0.15 0.10
C -0.04 0.00 0.04
H 0.10 0.04 0.15
H 0.11 -0.13 -0.03
C -0.12 0.06 -0.06
C 0.11 -0.15 0.08
C -0.08 0.37 0.01
C 0.14 0.01 0.00

=====

(3)
Below is an isolated molecule of C5H6O in a non-equilibrium geometry, with properties calculated with ωB97M-V/def2-TZVPD.

Summary:
Relative energy (zero: lowest compared OMol25 entry of this formula, charge and spin): 84.9 kcal/mol
Strongest force on any atom: 0.0350 Eh/bohr
LUMO level: 0.589 eV
HOMO energy: -9.930 eV
SMILES: CCC#CC=O
Kohn-Sham gap: 0.387 Eh

CARTESIAN COORDINATES (ANGSTROEM)
C1 2.1599 0.5893 0.3840
H1 3.2073 0.3885 0.4480
C2 0.6610 -0.6522 -0.2931
H2 -1.3803 1.1754 0.4409
H3 -0.8062 -1.1869 1.0647
H4 -2.6197 0.0775 -0.2186
O1 1.5812 1.4119 1.0556
H5 -0.9401 -1.6918 -0.6337
C3 -0.7079 -0.8522 0.0302
C4 1.7829 -0.3925 -0.7217
C5 -1.5713 0.3728 -0.2767
H6 -1.3669 0.7602 -1.2797

Force components x, y, z for each atom (eV/Å):
C 1.34 0.43 0.08
H 1.27 0.42 1.21
C -0.26 -0.72 -0.74
H 0.00 -0.17 -0.11
H -0.13 -0.09 -0.05
H 0.00 0.16 0.01
O -0.11 -0.55 -0.94
H -0.46 -0.14 0.14
C -0.33 -0.19 0.08
C -1.09 0.93 0.15
C -0.19 0.05 0.00
H -0.03 -0.14 0.17

=====

(4)
Below is an isolated molecule of C5H6O, with properties calculated with ωB97M-V/def2-TZVPD.

Summary:
Relative energy (zero: lowest compared OMol25 entry of this formula, charge and spin): 45.5 kcal/mol
Strongest force on any atom: 0.0125 Eh/bohr
LUMO level: 0.889 eV
HOMO energy: -9.851 eV
SMILES: C#C[C@@H](C)C=O
Kohn-Sham gap: 0.395 Eh

CARTESIAN COORDINATES (ANGSTROEM)
H1 -0.3677 1.3261 0.8784
H2 -0.8614 1.2859 -1.5679
H3 1.7129 -0.8055 0.1570
H4 1.1945 -0.5275 1.8429
C1 -0.0363 0.4404 0.3205
O1 0.9678 0.4674 -1.8756
H5 2.0096 0.7559 0.9243
C2 0.0500 0.7927 -1.1677
C3 1.2987 -0.0738 0.8537
H6 -2.8032 -1.8767 -0.5051
C4 -1.1343 -0.5375 0.2619
C5 -2.0306 -1.2473 -0.1224

Force components x, y, z for each atom (eV/Å):
H -0.01 -0.12 -0.10
H 0.22 0.01 0.00
H -0.06 0.03 0.16
H -0.06 0.08 -0.17
C 0.04 -0.05 0.06
O -0.39 0.33 0.30
H -0.12 -0.13 -0.03
C 0.30 -0.07 -0.37
C 0.06 -0.05 0.03
H 0.07 0.04 0.24
C -0.45 -0.33 -0.31
C 0.40 0.26 0.18